Molecular formula: C18H31N5OPdS
Method: DFT, ωB97M-V/def2-TZVPD

Multiplicity = 3
Charge = +2
Kohn-Sham gap (alpha / beta) = 0.29135 / 0.22913 hartree

Atoms and positions in Å:
Pd  -0.2897  -0.3244  1.0330
C  -4.0942  1.1725  3.6617
C  -3.3955  2.5159  3.4818
N  -1.9550  2.4969  3.8155
C  -1.5859  3.0920  5.1216
C  -2.0684  2.2665  6.3067
C  -1.0420  1.9716  3.0153
S  -1.6239  1.4957  1.3931
N  0.2151  1.8871  3.4317
C  1.2566  1.4461  2.7309
O  1.2579  1.1014  1.5008
C  2.5541  1.3725  3.4508
C  2.6198  1.5308  4.8346
C  3.8383  1.4281  5.4862
C  4.9979  1.1846  4.7617
C  4.9411  1.0366  3.3809
C  3.7228  1.1226  2.7282
H  -5.1456  1.2701  3.3885
H  -4.0392  0.8415  4.6980
H  -3.6526  0.4032  3.0290
H  -3.8460  3.2510  4.1453
H  -3.5203  2.8907  2.4668
H  -2.0252  4.0898  5.1399
H  -0.5106  3.1975  5.1448
H  -3.1562  2.2397  6.3752
H  -1.6902  2.7081  7.2289
H  -1.6939  1.2423  6.2404
H  1.7141  1.7344  5.3893
H  3.8868  1.5448  6.5614
H  5.9501  1.1228  5.2734
H  5.8497  0.8705  2.8148
H  3.6668  1.0307  1.6513
N  1.9662  -5.4545  -1.4942
C  1.5745  -4.1711  -0.7765
C  2.7670  -3.2211  -0.7945
C  2.5088  -1.9551  0.0278
N  1.4943  -1.0842  -0.6184
C  2.0595  -2.3341  1.4345
C  0.8382  -3.2558  1.4568
N  -0.4185  -2.5839  1.0251
C  1.1138  -4.5234  0.6341
H  2.2698  -5.2740  -2.4529
H  1.1938  -6.1218  -1.5309
H  2.7415  -5.9090  -1.0084
H  0.7509  -3.7652  -1.3654
H  3.0325  -2.9536  -1.8230
H  3.6337  -3.7252  -0.3531
H  3.4632  -1.4349  0.1051
H  1.4659  -1.2219  -1.6217
H  1.7560  -0.1125  -0.4835
H  1.8491  -1.4259  1.9979
H  2.8806  -2.8298  1.9592
H  0.6874  -3.5599  2.4898
H  -1.2275  -3.0132  1.4572
H  -0.5447  -2.6364  0.0221
H  0.2150  -5.1462  0.6007
H  1.8977  -5.0966  1.1429

Cartesian forces (eV/Å) of the 3 atoms listed first:
Pd -0.155 0.200 -0.232
C 0.108 0.025 0.046
C 0.019 0.021 0.060



Molecular formula: C8H10N2S
Method: DFT, ωB97M-V/def2-TZVPD

Energy relative to the best compared isomer or geometry (same formula, charge and spin) = 284.61 kJ/mol
Kohn-Sham gap (alpha / beta) = 0.25542 / 0.27442 hartree

Atoms and positions in Å:
C  -1.3066  -1.0840  -0.3648
C  -1.4899  1.6379  0.2777
C  2.3568  1.0549  0.2191
C  -0.1706  -0.3716  -0.1617
C  -0.3063  1.0843  0.0088
C  -2.6355  -0.4178  -0.4847
C  -2.7129  0.7929  0.4466
C  3.3017  -1.2974  0.1244
N  0.9986  -1.0563  -0.0976
N  2.1372  -0.4618  -0.0257
S  1.1015  2.1246  -0.2761
H  -1.2335  -2.1516  -0.5014
H  -1.5828  2.7074  0.3958
H  3.3669  1.3640  0.0392
H  -2.7701  -0.0760  -1.5209
H  -3.4406  -1.1212  -0.2662
H  -2.7756  0.4433  1.4836
H  -3.6119  1.3786  0.2408
H  3.8722  -1.0268  1.0131
H  3.9407  -1.1942  -0.7546
H  2.9609  -2.3292  0.2045

Cartesian forces (eV/Å) of the 3 atoms listed first:
C 0.054 -0.005 -0.001
C 0.167 -0.065 0.058
C -1.002 -4.695 -0.792



Max |F|, respectively: 0.5, 5.7 eV/A.